Entry one
This record from OMol25 describes a cluster of 2 separate species, C5H11N in total. The level of theory is ωB97M-V/def2-TZVPD.

Element x y z (Å)
N -1.171 2.324 1.406
C 1.209 -1.375 -0.598
C 1.045 -3.657 -1.631
C -0.518 3.397 1.529
C 1.224 -2.894 -0.556
C -1.752 1.950 0.138
H 0.954 -1.047 -1.620
H -2.251 0.989 0.307
H 0.795 -3.286 -2.621
H 0.481 -0.859 0.013
H -2.414 2.634 -0.390
H 1.259 -4.711 -1.540
H -0.433 4.124 0.730
H -0.256 3.804 2.493
H 1.468 -3.387 0.379
H -1.109 1.710 -0.729
H 2.213 -0.984 -0.423

## Properties
SMILES: C=CC.C=NC
Total charge: 0

---

Entry two
This record from OMol25 describes the molecule C5H11N. The level of theory is ωB97M-V/def2-TZVPD.

Element x y z (Å)
N 0.819 0.231 -1.162
C 1.516 -0.232 0.037
C -0.955 -0.952 0.171
C -1.674 -1.051 1.519
C 1.108 1.590 -1.619
C 0.096 0.182 0.099
H -1.041 -1.483 2.307
H -1.976 -0.052 1.844
H -1.639 -0.697 -0.638
H -0.585 -1.964 -0.105
H 1.871 1.594 -2.405
H 0.185 1.995 -2.053
H 1.435 2.284 -0.823
H -0.146 1.090 0.640
H 1.217 -1.240 0.303
H 2.345 0.374 0.422
H -2.578 -1.670 1.462

## Properties
SMILES: CC[C@H]1CN1C
Total charge: 0

---

Entry three
This record from OMol25 describes the molecule C5H11N. The level of theory is ωB97M-V/def2-TZVPD.

Element x y z (Å)
N 0.271 0.884 0.556
C 0.354 -0.038 -0.544
C -0.660 -2.323 -1.114
C 1.123 1.681 1.354
C -0.143 2.220 0.749
C -0.640 -1.142 -0.167
H -0.913 -1.987 -2.126
H -1.032 2.281 1.361
H -0.056 2.982 -0.045
H 0.103 0.389 -1.535
H -0.369 -1.446 0.851
H 2.027 2.115 0.939
H 0.340 -2.769 -1.136
H 1.373 -0.441 -0.644
H -1.630 -0.678 -0.084
H -1.380 -3.097 -0.814
H 1.234 1.371 2.400

## Properties
SMILES: CCCN1CC1
Total charge: 0

---

Entry four
This record from OMol25 describes the molecule C5H11N. The level of theory is ωB97M-V/def2-TZVPD.

Element x y z (Å)
N -1.890 -0.160 0.932
C 0.630 -1.426 -1.199
C 1.261 -0.232 -1.236
C 0.463 1.003 -0.787
C 0.342 0.926 0.737
C -0.492 -0.153 1.422
H 0.000 -1.095 1.190
H 1.389 0.981 1.044
H 1.035 1.899 -1.028
H 2.149 -0.065 -1.841
H -0.554 0.160 2.458
H -2.104 -1.136 0.754
H -1.975 0.270 0.019
H -0.395 0.990 -1.472
H 1.175 -2.320 -0.937
H -0.369 -1.609 -1.583
H -0.091 1.863 1.111

## Properties
SMILES: C=CCCCN
Total charge: 0

---

Calculated relative energies: entry one 8.2; entry two 5.4; entry three 0.0; entry four 17.5, given in kcal/mol

---

Entry one
This record from OMol25 describes the molecule C5H11N. The level of theory is ωB97M-V/def2-TZVPD.

Element x y z (Å)
N 0.994 0.238 0.231
C 0.947 1.610 -0.218
C 0.957 -1.042 -0.445
C -1.566 1.177 -0.324
C 0.322 -2.083 0.478
C -0.109 0.992 0.659
H 0.398 -0.962 -1.386
H -2.194 1.842 0.273
H 1.986 -1.341 -0.686
H 0.868 -2.165 1.426
H 0.317 -3.070 0.004
H -1.987 0.182 -0.386
H 1.844 2.183 0.064
H 0.071 1.809 -0.908
H -0.715 -1.814 0.708
H -1.739 1.577 -1.378
H -0.393 0.975 1.713

## Properties
SMILES: CCN1C[C@H]1C
Total charge: 0

---

Entry two
This record from OMol25 describes a cluster of 4 separate species, C5H11N in total. The level of theory is ωB97M-V/def2-TZVPD.

Element x y z (Å)
N -0.030 0.759 0.841
C 1.417 0.246 -1.465
C -2.361 -0.320 0.482
C -0.865 -0.365 0.353
C 0.154 -0.416 1.381
C 1.420 1.283 -0.565
H 2.312 -0.300 -1.741
H 2.271 1.394 0.107
H 1.381 -0.965 -0.309
H 0.817 2.171 -0.695
H -2.687 0.366 1.267
H -2.752 -1.322 0.692
H 0.590 0.171 -2.169
H -0.533 -0.821 -0.589
H 1.199 -1.168 0.504
H 0.457 -0.719 2.377
H -2.790 0.008 -0.472

## Properties
Total charge: 0

---

Entry three
This record from OMol25 describes the molecule C5H11N. The level of theory is ωB97M-V/def2-TZVPD.

Element x y z (Å)
N 1.102 -0.369 0.263
C -1.048 0.835 -0.601
C -1.123 -1.551 0.211
C -0.346 -0.246 0.271
C 1.780 0.481 -0.689
C 0.478 0.202 1.442
H -2.026 1.034 -0.161
H -0.596 1.828 -0.737
H -2.090 -1.459 0.717
H 2.695 0.910 -0.277
H 0.636 -0.375 2.358
H -1.320 -1.782 -0.844
H 2.025 -0.128 -1.565
H 0.503 1.281 1.610
H -0.584 -2.404 0.636
H 1.119 1.287 -1.014
H -1.206 0.454 -1.620

## Properties
SMILES: CN1CC1(C)C
Total charge: 0

---

Calculated relative energies: entry one 54.8; entry two 96.6; entry three 0.0, given in kcal/mol

---

Entry one
This record from OMol25 describes the molecule C5H11N. The level of theory is ωB97M-V/def2-TZVPD.

Element x y z (Å)
N 0.116 0.558 0.423
C 0.406 -1.771 0.175
C -0.218 -0.537 -0.469
C -0.366 0.891 1.718
C -0.479 1.844 0.562
C 0.451 -0.176 -1.795
H -1.302 -0.698 -0.630
H -1.321 0.513 2.089
H -1.520 2.013 0.284
H 1.456 -1.534 0.373
H 1.511 -0.003 -1.587
H -0.075 -1.973 1.138
H 0.351 -2.673 -0.444
H 0.362 -0.949 -2.566
H 0.395 1.047 2.476
H 0.202 2.690 0.442
H 0.032 0.756 -2.191

## Properties
SMILES: CC(C)N1CC1
Total charge: 0

---

Entry two
This record from OMol25 describes the molecule C5H11N. The level of theory is ωB97M-V/def2-TZVPD.

Element x y z (Å)
N 0.658 0.377 -0.077
C -0.655 -0.660 -1.798
C -0.495 0.563 -0.879
C 0.646 1.607 -0.752
C 0.788 0.054 1.310
C -0.268 -0.986 1.695
H -1.646 -1.121 -1.679
H 1.307 1.791 -1.590
H -1.172 -0.516 2.094
H 0.561 2.495 -0.104
H 0.118 -1.685 2.439
H -0.465 -0.498 -2.859
H 0.078 -1.396 -1.444
H 1.792 -0.373 1.396
H 0.750 0.936 1.969
H -1.440 0.987 -0.539
H -0.557 -1.574 0.817

## Properties
SMILES: CCN1C[C@H]1C
Total charge: 0

---

Calculated relative energies: entry one 0.0; entry two 15.4, given in kcal/mol

---

Entry one
This record from OMol25 describes a cluster of 2 separate species, C4H11OP in total. The level of theory is ωB97M-V/def2-TZVPD.

Element x y z (Å)
P 0.572 1.195 0.908
O -4.620 0.085 0.160
C -3.812 -0.621 -0.356
C 1.955 -0.071 0.693
C 1.545 -1.579 0.435
C 0.138 1.533 -0.848
H 1.044 1.167 -1.452
H -0.065 2.563 -0.920
H -3.594 -0.227 -1.376
H 1.569 2.196 0.994
H -3.203 -1.409 0.087
H 2.448 -2.248 0.733
H -0.671 0.916 -1.322
H 0.965 -1.759 -0.517
H 0.735 -1.947 1.217
H 2.441 0.332 -0.094
H 2.553 -0.126 1.660

## Properties
SMILES: CCPC.C=O
Total charge: 0

---

Entry two
This record from OMol25 describes a cluster of 2 separate species, C4H11OP in total. The level of theory is ωB97M-V/def2-TZVPD.

Element x y z (Å)
P 0.737 0.790 -0.814
O -2.079 2.215 0.207
C 0.275 -1.387 0.828
C 1.723 1.495 0.664
C 0.055 -0.698 -0.498
C -0.703 -1.403 -1.684
H -2.597 1.501 0.691
H 2.230 0.714 1.190
H -1.207 1.889 0.186
H -1.862 -1.358 -1.440
H -0.222 -2.244 0.845
H -0.106 -0.597 1.643
H -0.345 -2.406 -1.581
H 1.000 2.069 1.383
H 1.273 -1.661 0.849
H 2.357 2.169 0.247
H -0.530 -1.089 -2.716

## Properties
SMILES: CP=C(C)C.O
Total charge: 0

---

Calculated relative energies: entry one 5.2; entry two 0.0, given in kcal/mol

---

Entry one
This record from OMol25 describes a cluster of 2 separate species, C5H13N3O2 in total. The level of theory is ωB97M-V/def2-TZVPD.

Element x y z (Å)
O -0.370 -0.535 -1.500
O -2.406 -0.063 -2.249
N 2.576 2.559 0.772
N 0.633 1.624 1.464
N 1.973 0.527 -0.243
C -1.774 -2.364 -2.069
C -1.586 -0.901 -1.971
C -0.561 0.785 1.507
C -0.395 -0.690 1.819
C 1.641 1.476 0.718
H -1.238 0.959 0.653
H -0.497 0.426 -1.409
H 1.431 -0.313 -0.267
H -1.185 -1.306 1.369
H 2.363 3.132 1.565
H 0.511 -0.992 1.292
H -0.227 -1.002 2.861
H -2.655 -2.646 -1.480
H -1.190 1.289 2.246
H -1.044 -2.843 -1.417
H -1.749 -2.780 -3.065
H 2.814 3.027 -0.087
H 2.936 0.632 -0.510

## Properties
SMILES: CCN=C(N)N.CC(=O)O
Total charge: 0

---

Entry two
This record from OMol25 describes a cluster of 2 separate species, C5H13N3O2 in total. The level of theory is ωB97M-V/def2-TZVPD.

Element x y z (Å)
O 0.340 -1.543 -0.035
O -0.796 0.562 0.327
N 1.607 0.245 -0.729
N -0.144 -0.599 -2.037
N -1.452 -1.493 1.700
C 0.845 -1.098 2.353
C -0.168 -1.153 1.484
C 0.427 -0.472 -0.797
C -0.360 1.686 1.016
C -0.192 0.529 -2.950
H 1.875 -1.120 2.035
H -1.178 2.120 1.607
H 0.013 2.474 0.340
H 0.630 -1.059 3.408
H -1.766 -2.393 1.369
H -0.748 1.375 -2.541
H 2.023 0.177 0.189
H -0.668 0.203 -3.873
H -0.980 -1.162 -1.997
H -2.148 -0.764 1.669
H 1.543 1.202 -1.041
H 0.473 1.441 1.703
H 0.824 0.841 -3.201

## Properties
Total charge: 0

---

Calculated relative energies: entry one 0.0; entry two 65.0, given in kcal/mol

---

Entry one
This record from OMol25 describes the molecule C5H12O2. The level of theory is ωB97M-V/def2-TZVPD.

Element x y z (Å)
O 0.808 -1.197 -0.630
O -1.685 -0.222 0.599
C -1.791 -0.324 -1.826
C 2.287 0.156 1.478
C 0.848 0.531 1.096
C -1.085 0.326 -0.584
C 0.457 0.145 -0.362
H 2.465 -0.912 1.331
H -2.381 -1.158 -1.422
H -1.242 1.414 -0.569
H 0.182 -1.704 -0.096
H 0.157 0.021 1.771
H -2.549 0.317 -2.306
H -1.149 -0.775 -2.590
H 2.483 0.380 2.535
H 0.702 1.609 1.267
H 3.034 0.701 0.889
H -2.624 -0.069 0.449
H 1.083 0.762 -1.031

## Properties
SMILES: CC[C@@H](O)[C@@H](C)O
Total charge: 0

---

Entry two
This record from OMol25 describes a cluster of 2 separate species, C5H12O2 in total. The level of theory is ωB97M-V/def2-TZVPD.

Element x y z (Å)
O 1.080 1.098 -1.962
O 1.499 -4.187 -3.325
C -0.522 1.073 2.616
C -1.919 0.788 3.261
C -0.077 0.701 -1.228
C 0.097 1.142 0.195
C -0.484 0.515 1.209
H 0.717 2.026 0.311
H -1.126 -0.325 1.031
H -0.175 -0.389 -1.246
H -0.301 2.130 2.703
H 2.354 -3.954 -3.706
H 1.146 0.628 -2.802
H -0.952 1.161 -1.697
H -2.715 0.647 2.529
H 1.518 -5.126 -3.121
H -1.844 -0.096 3.889
H -2.268 1.669 3.807
H 0.208 0.554 3.240

## Properties
SMILES: CC/C=C/CO.O
Total charge: 0

---

Entry three
This record from OMol25 describes a cluster of 3 separate species, C5H12O2 in total. The level of theory is ωB97M-V/def2-TZVPD.

Element x y z (Å)
O 3.335 2.581 0.644
O 1.592 1.203 -5.820
C -2.642 -2.395 1.523
C 0.100 -0.803 0.109
C -1.384 -0.319 2.157
C -0.060 -0.463 1.394
C -2.579 -1.049 1.614
H -1.635 0.801 2.120
H 3.503 2.258 -0.142
H -1.817 -3.127 1.691
H 4.008 3.210 0.739
H -3.432 -3.085 1.147
H -0.880 -0.944 -0.440
H -3.400 -0.531 1.270
H 1.047 -0.926 -0.319
H 1.379 2.131 -5.561
H 1.560 0.619 -5.083
H 0.743 -0.302 2.049
H -1.098 -0.201 3.161

## Properties
SMILES: C=CCC=C.O.O
Total charge: 0

---

Calculated relative energies: entry one 0.0; entry two 16.2; entry three 58.8, given in kcal/mol